(1)
A structure of composition C15H22F12K3O15P2. Source: the OMol25 dataset; level of theory: ωB97M-V/def2-TZVPD.

Computed properties:
frontier orbital gap: 7.80 eV
highest occupied orbital energy: -12.36 eV
charge: +1

Structure (XYZ):
```
69
C15H22F12K3O15P2 (ωB97M-V/def2-TZVPD)
K 0.01 -1.09 4.44
K -4.90 0.41 1.64
K -4.18 -4.07 3.71
P -2.05 -2.07 1.37
F -1.39 -2.25 -0.06
F -3.41 -2.85 0.99
F -1.39 -3.41 1.87
F -2.70 -1.81 2.87
F -0.79 -1.17 1.87
F -2.77 -0.70 0.82
P -0.92 -4.67 5.68
F 0.52 -3.96 5.45
F -0.64 -5.60 4.40
F -0.32 -5.74 6.67
F -2.42 -5.32 5.78
F -1.24 -3.68 6.91
F -1.56 -3.52 4.69
C -2.45 -5.66 -0.23
C -1.02 -6.19 -0.13
O -0.82 -6.75 -1.43
C -2.03 -7.07 -1.96
O -2.21 -7.72 -2.93
O -3.03 -6.49 -1.23
H -2.46 -4.63 -0.60
H -2.98 -5.73 0.71
H -0.88 -6.96 0.62
H -0.29 -5.40 0.04
C -7.14 -4.68 -1.63
C -7.74 -5.96 -1.04
O -7.15 -5.99 0.26
C -6.07 -5.22 0.27
O -5.25 -5.17 1.15
O -5.93 -4.53 -0.87
H -7.78 -3.81 -1.48
H -6.92 -4.77 -2.69
H -7.46 -6.85 -1.60
H -8.82 -5.89 -0.98
C -3.22 -2.80 -2.62
C -2.69 -1.35 -2.71
O -3.15 -0.92 -3.97
C -4.07 -1.79 -4.46
O -4.65 -1.66 -5.48
O -4.23 -2.84 -3.60
H -3.63 -3.04 -1.64
H -2.42 -3.51 -2.85
H -1.61 -1.32 -2.64
H -3.10 -0.74 -1.90
C 0.90 0.53 -0.81
C -0.39 1.33 -0.55
O -0.66 1.97 -1.78
C 0.29 1.65 -2.71
O 0.29 2.06 -3.82
O 1.21 0.82 -2.17
H 0.69 -0.54 -0.77
H 1.74 0.78 -0.17
H -0.30 2.10 0.22
H -1.22 0.67 -0.30
C 4.47 -2.36 -4.88
O 3.42 -2.11 -3.95
C 2.95 -3.18 -3.32
O 3.36 -4.31 -3.43
O 1.95 -2.80 -2.52
C 1.34 -3.85 -1.77
H 4.57 -1.46 -5.49
H 4.24 -3.22 -5.50
H 5.41 -2.50 -4.34
H 0.65 -4.40 -2.40
H 0.81 -3.35 -0.97
H 2.08 -4.56 -1.41
```

(2)
A structure of composition C25H27B2CsF4N8O8S. Source: the OMol25 dataset; level of theory: ωB97M-V/def2-TZVPD.

Computed properties:
frontier orbital gap (spin up / spin down): 6.57 / 4.23 eV
highest occupied orbital energy (spin up / spin down): -3.03 / -3.00 eV
charge: -2

Structure (XYZ):
```
76
C25H27B2CsF4N8O8S (ωB97M-V/def2-TZVPD)
Cs -0.63 -0.21 1.40
C 4.01 -1.66 2.26
C 2.72 -1.31 1.57
N 1.58 -1.72 2.04
O 1.32 -2.38 3.17
B 0.27 -3.47 3.32
F 0.46 -4.01 4.66
F 0.60 -4.53 2.39
O -1.21 -3.11 3.22
N -1.85 -2.71 2.12
C -1.88 -3.41 0.98
C -1.84 -4.92 1.11
C -1.73 -2.85 -0.54
N -1.28 -1.65 -0.85
O -0.83 -1.22 -2.03
B 0.63 -0.93 -2.31
F 1.38 -2.16 -2.16
F 0.71 -0.54 -3.71
O 1.32 0.16 -1.52
N 1.67 0.01 -0.24
C 2.73 -0.63 0.19
C 3.90 -0.89 -0.73
C -1.86 -3.82 -1.70
H 3.83 -2.19 3.22
H 4.63 -2.31 1.61
H 4.57 -0.72 2.49
H -1.86 -5.26 2.17
H -2.74 -5.36 0.64
H -0.93 -5.33 0.62
H 3.76 -0.40 -1.72
H 4.82 -0.48 -0.28
H 4.01 -1.98 -0.89
H -2.18 -4.83 -1.42
H -2.62 -3.43 -2.41
H -0.89 -3.91 -2.22
N -2.61 2.83 -7.05
C -2.97 2.37 -5.77
C -3.74 3.18 -4.93
C -4.04 2.78 -3.62
C -3.52 1.57 -3.15
C -2.70 0.78 -3.96
C -2.41 1.20 -5.26
S -3.97 0.96 -1.50
O -4.47 -0.38 -1.85
O -5.04 1.86 -1.07
N -2.65 0.91 -0.61
C -1.89 2.35 -0.09
N -2.44 3.33 -0.82
C -2.04 4.60 -0.60
C -1.06 5.07 0.28
C -0.39 4.16 1.07
N -0.66 2.86 1.00
H -3.31 3.45 -7.45
H -2.38 2.06 -7.68
H -4.13 4.14 -5.28
H -4.66 3.39 -2.98
H -2.30 -0.15 -3.57
H -1.75 0.59 -5.87
H -2.57 5.32 -1.22
H -0.85 6.12 0.35
H 0.37 4.46 1.77
O 1.21 0.78 6.13
C 1.21 0.63 4.86
O 0.20 0.31 4.15
C 2.53 0.84 4.14
C 2.62 0.70 2.75
C 3.83 0.90 2.08
C 4.97 1.24 2.80
C 4.90 1.39 4.18
C 3.69 1.19 4.85
H 1.72 0.43 2.18
H 3.87 0.78 1.00
H 5.91 1.40 2.28
H 5.79 1.66 4.75
H 3.63 1.31 5.93
H -2.51 0.75 3.36
```

(3)
A cluster of 2 separate species, C5H2O in total. Source: the OMol25 dataset; level of theory: ωB97M-V/def2-TZVPD.

Computed properties:
frontier orbital gap: 5.81 eV
ΔE to the lowest compared entry with this formula, charge and spin: 815.2 kJ/mol
highest occupied orbital energy: -10.60 eV
charge: 0

Structure (XYZ):
```
8
C5H2O (ωB97M-V/def2-TZVPD)
C 3.15 1.65 1.45
C -0.75 0.80 -0.26
C -0.97 -1.71 0.48
C 2.54 2.37 2.11
C -0.89 -0.42 -0.09
O -0.70 -2.75 -0.06
H -1.36 -1.43 1.52
H -0.60 1.72 -0.73
```

(4)
The ion C9H17N6 with charge +1. Source: the OMol25 dataset; level of theory: ωB97M-V/def2-TZVPD.

Computed properties:
frontier orbital gap (spin up / spin down): 6.54 / 6.20 eV
ΔE to the lowest compared entry with this formula, charge and spin: 333.5 kJ/mol
highest occupied orbital energy (spin up / spin down): -10.79 / -10.88 eV
SMILES: CC[N+](CC)=N/C(N)=C\c1nc(N)c[nH]1
charge: +1

Structure (XYZ):
```
32
C9H17N6 (ωB97M-V/def2-TZVPD)
C -4.06 -0.74 0.17
C -2.77 -0.23 0.83
N -1.81 0.40 0.01
C -1.99 1.71 -0.61
C -0.86 2.62 -0.22
N -0.73 -0.20 -0.37
C -0.27 -1.48 -0.25
N -1.02 -2.58 -0.10
C 1.11 -1.62 -0.40
C 2.23 -0.81 -0.22
N 2.44 0.36 0.31
C 3.75 0.60 0.24
N 4.32 1.80 0.58
C 4.45 -0.54 -0.21
N 3.44 -1.39 -0.50
H -4.43 -0.01 -0.56
H -3.90 -1.78 -0.25
H -4.82 -0.93 0.86
H -3.07 0.51 1.56
H -2.25 -0.98 1.39
H -2.97 2.04 -0.31
H -2.06 1.56 -1.78
H 0.10 2.21 -0.15
H -0.98 3.46 -0.86
H -1.07 3.23 0.76
H -0.64 -3.47 0.28
H -1.95 -2.45 0.38
H 1.45 -2.66 -0.65
H 5.36 1.83 0.61
H 3.75 2.43 1.02
H 5.54 -0.72 -0.41
H 3.72 -2.17 -1.17
```

Listing max |F| for the structures above in their given order: 1.07; 4.50; 9.89; 4.48 eV/Å.